[1]
Entry from the OMol25 dataset: a molecular structure, C14H18BN7O2Pd (ωB97M-V/def2-TZVPD).

Cartesian coordinates (Å):
C  0.15814  -2.88754  0.10544
N  -0.39946  -1.66138  -0.02554
N  -1.09400  -1.54271  -1.17602
C  -1.00476  -2.71508  -1.81120
C  -0.22121  -3.59069  -1.04460
B  -1.79543  -0.22320  -1.63563
N  -2.73113  0.33204  -0.53319
N  -2.30148  0.43259  0.76333
C  -3.30948  0.95145  1.50064
C  -4.42071  1.15663  0.65539
C  -4.01010  0.74725  -0.61632
Pd  -0.31642  -0.15754  1.19669
N  -0.76320  0.84713  -2.06972
N  0.17140  1.34161  -1.19803
C  0.94597  2.18377  -1.90574
C  0.49767  2.25468  -3.26621
C  -0.60649  1.38402  -3.30833
H  1.77505  2.70251  -1.47023
H  -1.27142  1.11135  -4.10045
H  0.88901  2.82920  -4.06532
H  -2.45450  -0.51311  -2.58450
H  -4.51246  0.71125  -1.56560
H  -1.49775  -2.81951  -2.73747
H  -5.38266  1.53868  0.91689
H  0.03738  -4.58011  -1.27599
H  -3.21710  1.13247  2.56070
H  0.75618  -3.15424  0.95912
H  0.12717  1.64162  1.06912
C  -0.03238  1.45136  2.20818
H  -0.92918  2.04498  2.47745
H  -0.19218  0.38468  2.74061
H  0.93658  1.70899  2.66850
O  1.67127  -1.99757  2.69324
C  2.29260  -1.37272  1.86089
C  3.81383  -1.30266  1.70456
C  4.03385  0.16242  1.45024
C  2.68228  0.63300  0.85460
O  2.45641  1.77000  0.52762
N  1.77998  -0.44648  0.95587
H  4.33368  -1.70907  2.56981
H  4.07212  -1.86329  0.79314
H  4.16419  0.73092  2.38594
H  4.86877  0.35230  0.77214

For the gap between HOMO and LUMO (spin up / spin down), the calculation gives 8.07 / 4.59 eV. The expectation value of S² is 2.024. As for the LUMO energy (spin up / spin down): -7.610 / -11.031 eV. The value obtained for the HOMO energy (spin up / spin down) is -15.684 / -15.623 eV. As for the electronic energy: -33472.1257 eV. As for the multiplicity: 3. As for the charge: +2.

Löwdin atomic charge list, values in e, 8 entries:
1. C -0.006
2. N -0.077
3. N 0.024
4. C 0.063
5. C 0.074
6. B -0.466
7. N -0.027
8. N -0.065

[2]
Entry from the OMol25 dataset: C14H18BrNO4S in the gas phase (ωB97M-V/def2-TZVPD).

Cartesian coordinates (Å):
C  -0.34594  5.87321  0.65418
C  -1.13519  4.72034  1.23198
H  -1.93232  5.06014  1.88701
H  -0.51287  4.00195  1.75674
S  -1.98426  3.76604  -0.07500
O  -3.34488  3.56125  0.32680
O  -1.74369  4.36489  -1.35823
N  -1.19698  2.27770  0.03704
C  0.05586  2.24131  -0.68549
C  0.85801  1.01447  -0.26177
H  1.79186  0.97626  -0.82416
H  1.09843  1.07902  0.80013
C  0.04318  -0.25728  -0.49974
C  0.76806  -1.46839  0.04986
O  1.44203  -1.48026  1.04203
O  0.53166  -2.53781  -0.73142
C  1.01962  -3.79585  -0.40924
C  1.45163  -4.58269  -1.47123
C  1.91025  -5.86428  -1.23885
C  1.93509  -6.34712  0.05957
C  1.50163  -5.57268  1.12136
C  1.03727  -4.29060  0.88758
H  0.69886  -3.68244  1.71018
H  1.52280  -5.96574  2.12584
Br  2.57137  -8.10874  0.38593
H  2.24826  -6.48121  -2.05680
H  1.42166  -4.18058  -2.47139
H  -0.13505  -0.40792  -1.56807
C  -1.30672  -0.13723  0.22559
C  -2.02609  1.12355  -0.24210
H  -2.96257  1.26818  0.29626
H  -2.24709  1.05066  -1.31760
H  -1.12926  -0.07330  1.30013
H  -1.92704  -1.01066  0.02012
H  0.60283  3.15463  -0.45065
H  -0.12448  2.22453  -1.77020
H  0.08502  6.47798  1.44983
H  -0.99682  6.49715  0.04787
H  0.45588  5.51150  0.01593

For the gap between HOMO and LUMO, the calculation gives 9.74 eV. As for the LUMO energy: 0.629 eV. As for the SMILES: CCS(=O)(=O)N1CCC(C(=O)Oc2ccc(Br)cc2)CC1. The value obtained for the HOMO energy is -9.108 eV. As for the electronic energy: -105368.0820 eV. The value obtained for the relative energy (zero: lowest compared OMol25 entry of this formula, charge and spin) is 0.215 eV.

Löwdin atomic charge list, values in e, 8 entries:
1. C -0.127
2. C -0.263
3. H 0.096
4. H 0.093
5. S 0.659
6. O -0.298
7. O -0.290
8. N -0.251

[3]
Entry from the OMol25 dataset: a molecular structure, C14H18Cl2F18KN2Na2O4S (ωB97M-V/def2-TZVPD).

Cartesian coordinates (Å):
N  -3.67844  -1.27618  -4.73875
C  -2.38512  -0.76748  -5.30853
F  -1.69278  -1.71420  -6.21291
F  -2.74771  0.40321  -6.16558
C  -1.38232  -0.14173  -4.18088
F  -0.13197  0.15290  -4.95179
F  -1.93503  1.13402  -3.84593
C  -1.13150  -1.13355  -2.94520
F  -0.86527  -2.43584  -3.56757
F  -2.34045  -1.38497  -2.14902
C  0.17464  -0.83914  -2.03657
F  1.33431  -1.18447  -2.82976
F  0.12788  -1.86378  -0.99821
C  0.21258  0.56895  -1.25738
F  -1.14649  0.98441  -1.06245
F  0.69900  0.27485  0.08298
C  1.16699  1.72921  -1.81321
F  0.74364  2.28524  -3.13182
F  2.57839  1.29530  -2.03064
C  1.33570  3.03876  -0.85313
F  2.14417  2.76206  0.31388
F  2.14709  3.95963  -1.64360
C  0.00055  3.84275  -0.46835
F  -0.96846  3.96814  -1.49393
F  0.42507  5.17534  -0.08613
F  -0.52154  3.25053  0.77095
H  -4.43472  -1.44445  -5.44200
H  -3.47225  -2.18738  -4.24992
H  -4.05340  -0.63954  -3.97303
C  5.05483  -3.85045  0.43892
C  3.76812  -3.33808  -0.14974
O  3.23171  -3.87137  -1.11457
N  3.19693  -2.24314  0.42436
C  3.66617  -1.47475  1.55874
H  5.38545  -4.72443  -0.12477
H  5.83028  -3.08386  0.37338
H  4.90082  -4.14832  1.47849
H  2.33734  -1.95880  -0.02432
H  2.89413  -1.49761  2.33120
H  3.81619  -0.44213  1.23474
H  4.59759  -1.86474  1.96628
F  -5.47848  0.24345  -3.03910
O  0.55205  -0.45223  3.81031
S  -0.20924  0.76440  3.96659
O  0.42105  2.01394  4.30873
O  -1.42843  0.49354  4.99426
C  -1.12517  0.00112  6.30143
C  -0.52381  1.07963  7.18394
C  -1.18418  1.01958  2.51215
H  -0.46740  -0.87169  6.23913
H  -2.06684  -0.33619  6.74303
H  0.45251  1.39840  6.81065
H  -0.38768  0.71319  8.20455
H  -1.16575  1.96253  7.20358
H  -1.69461  0.09073  2.25828
H  -0.51070  1.30870  1.71028
H  -1.89851  1.81946  2.70083
K  -3.31846  -1.23042  -7.65145
Cl  -0.90523  2.03873  9.68962
Na  -7.10282  -1.25812  -2.34499
Cl  -2.49400  2.77732  0.35074
Na  1.65360  1.10899  -4.07678

For the gap between HOMO and LUMO, the calculation gives 1.04 eV. As for the LUMO energy: -6.080 eV. The value obtained for the HOMO energy is -7.115 eV. As for the electronic energy: -135910.5745 eV. As for the charge: +1.

Löwdin atomic charge list, values in e, 8 entries:
1. N 0.244
2. C -0.275
3. F -0.104
4. F -0.086
5. C -0.153
6. F -0.009
7. F 0.110
8. C -0.144

[4]
Entry from the OMol25 dataset: a molecular structure, C14H18F2N4O4S2 (ωB97M-V/def2-TZVPD).

Cartesian coordinates (Å):
N  2.02069  -4.20088  -0.05455
C  2.74554  -3.77459  0.87845
C  2.08652  -3.01497  2.06121
N  3.12374  -2.40487  2.93229
S  2.58472  -0.99056  3.68277
O  1.25103  -0.67152  3.33597
O  2.76468  -0.97057  5.06036
F  3.54124  0.09759  3.11020
S  3.77750  -3.50701  4.04991
O  4.10510  -4.67912  3.36020
O  4.83799  -2.93456  4.73442
F  2.60248  -3.82695  4.99551
H  1.05320  -3.94612  0.18041
H  3.82994  -3.88396  0.90839
H  1.50509  -3.77368  2.59384
H  1.43088  -2.28179  1.59984
C  -6.21922  2.98878  -2.58228
N  -4.81239  2.62004  -2.28257
C  -4.34776  2.78578  -1.03354
C  -3.06263  2.42022  -0.70625
C  -2.22901  1.86474  -1.67410
C  -2.73437  1.72694  -2.96338
C  -4.02681  2.11250  -3.24402
C  -0.85447  1.40805  -1.34784
C  -0.47537  0.08621  -1.56551
C  0.81583  -0.31466  -1.30213
N  1.72163  0.56026  -0.83874
C  1.38148  1.83642  -0.59688
C  0.10306  2.28219  -0.83959
C  3.12213  0.13168  -0.60206
H  -6.36232  4.03459  -2.32210
H  -6.86817  2.34945  -1.98829
H  -6.41740  2.83866  -3.63826
H  -5.02889  3.20480  -0.30549
H  -2.72790  2.55220  0.31431
H  -2.12729  1.32154  -3.76201
H  -4.44858  2.01357  -4.23399
H  -1.18104  -0.64413  -1.93890
H  1.14222  -1.33327  -1.46554
H  2.15650  2.48894  -0.21828
H  -0.12998  3.32174  -0.65043
H  3.36856  0.34179  0.43672
H  3.76270  0.69597  -1.27579
H  3.21915  -0.93144  -0.80227

For the gap between HOMO and LUMO, the calculation gives 7.22 eV. As for the LUMO energy: -7.932 eV. The value obtained for the HOMO energy is -15.150 eV. As for the electronic energy: -56048.0598 eV. As for the charge: +2.

Löwdin atomic charge list, values in e, 8 entries:
1. N 0.107
2. C -0.224
3. C -0.198
4. N -0.257
5. S 0.563
6. O -0.228
7. O -0.183
8. F -0.115

[5]
Entry from the OMol25 dataset: C14H18FNO in the gas phase (ωB97M-V/def2-TZVPD).

Cartesian coordinates (Å):
O  1.41406  -0.06082  1.99835
F  -1.91942  2.07175  -1.70137
C  1.12965  -0.50710  0.90899
C  -3.51980  2.34913  1.56739
C  -3.54941  1.01429  1.93290
C  -2.97105  2.67685  0.27167
C  -3.09789  0.01560  1.10669
C  -2.47959  1.65658  -0.56230
C  -2.49202  0.33025  -0.13019
N  -0.08278  -1.05091  0.70967
C  3.94776  -1.68281  0.31938
C  2.64108  1.01829  -0.44425
C  -1.90137  -0.79725  -0.94807
C  2.75441  -1.58693  -0.63907
C  0.63390  -0.27257  -1.36213
C  -0.42719  -1.12821  -0.69271
C  1.83855  -0.32987  -0.45209
H  -3.90941  3.13237  2.23586
H  -3.95295  0.76876  2.91746
H  -2.93865  3.69106  -0.14695
H  -3.19020  -1.00580  1.46271
H  -0.80947  -0.70825  1.35722
H  3.72532  -1.68823  1.36151
H  4.48666  -2.61928  0.06651
H  4.62223  -0.85636  0.05521
H  3.22819  1.13266  -1.36916
H  3.34118  0.96513  0.40951
H  1.97220  1.88986  -0.36803
H  -2.10328  -0.60667  -1.99391
H  -2.47645  -1.73417  -0.80900
H  2.13468  -2.48193  -0.52376
H  3.12162  -1.58490  -1.67173
H  0.27884  0.75038  -1.48173
H  0.86352  -0.62260  -2.36016
H  -0.31295  -2.13830  -1.02445

For the gap between HOMO and LUMO, the calculation gives 9.99 eV. As for the LUMO energy: 0.737 eV. As for the SMILES: CC[C@@]1(C)C[C@H](Cc2ccccc2F)NC1=O. The value obtained for the HOMO energy is -9.254 eV. As for the electronic energy: -21065.6063 eV. The value obtained for the relative energy (zero: lowest compared OMol25 entry of this formula, charge and spin) is 0.000 eV.

Löwdin atomic charge list, values in e, 8 entries:
1. O 0.080
2. F 0.075
3. C -0.458
4. C -0.059
5. C -0.111
6. C 0.018
7. C -0.056
8. C -0.243

[6]
Entry from the OMol25 dataset: a molecular structure, C14H18FeN2O4 (ωB97M-V/def2-TZVPD).

Cartesian coordinates (Å):
Fe  -0.72834  0.73807  -0.14654
O  -1.85678  2.56354  -0.00062
C  -2.49319  2.66390  -1.23070
C  -1.84161  1.93914  -2.41925
O  -1.27663  0.67352  -2.17513
H  -2.57016  3.71861  -1.58953
H  -3.52900  2.29536  -1.05619
H  -1.17843  2.62646  -2.99339
H  -2.61219  1.76407  -3.20659
O  -0.53158  0.72024  1.91204
C  0.08329  0.33687  3.10379
C  -0.72994  0.51043  4.42892
O  -1.19902  1.75395  4.75413
H  0.93490  1.02215  3.28325
H  0.39494  -0.72357  3.04887
H  -0.04405  0.19046  5.24646
H  -1.59140  -0.19341  4.32301
N  1.37969  0.99689  -0.61631
C  1.77139  1.74585  -1.65185
C  3.05108  1.75646  -2.18914
C  4.01409  0.99046  -1.56048
C  3.70442  0.33346  -0.36508
C  2.37648  0.34450  0.00928
H  0.96585  2.32601  -2.09172
H  3.25454  2.38518  -3.04312
H  5.03993  1.02204  -1.91596
H  4.41510  -0.28394  0.16233
H  2.04757  -0.24045  0.86440
N  -0.63093  -1.48451  -0.21160
C  0.27947  -2.45917  -0.41447
C  0.01681  -3.81127  -0.46200
C  -1.28080  -4.24150  -0.23604
C  -2.29115  -3.28039  -0.08052
C  -1.87871  -1.97255  -0.09978
H  1.25499  -2.04004  -0.63822
H  0.80854  -4.54807  -0.49133
H  -1.53560  -5.29484  -0.20194
H  -3.31754  -3.60624  -0.03483
H  -2.67598  -1.23767  -0.01417

For the gap between HOMO and LUMO (spin up / spin down), the calculation gives 3.33 / 3.33 eV. The expectation value of S² is 6.029. As for the LUMO energy (spin up / spin down): 4.544 / 4.545 eV. The value obtained for the HOMO energy (spin up / spin down) is 1.217 / 1.218 eV. As for the electronic energy: -60362.7452 eV. As for the multiplicity: 5. As for the charge: -2. The value obtained for the relative energy (zero: lowest compared OMol25 entry of this formula, charge and spin) is 0.377 eV.

Löwdin atomic charge list, values in e, 8 entries:
1. Fe 0.745
2. O -0.341
3. C -0.457
4. C -0.438
5. O -0.391
6. H 0.075
7. H 0.079
8. H 0.065

> Among the records above, which one has the highest electronic energy?

C14H18FNO

> Among the records above, which one has the highest electronic energy?

C14H18FNO

> Number 1 is which compound?

C14H18BN7O2Pd

> What is the electronic energy in the first record?

-33472.1257 eV